No. 1
75
Properties=species:S:1:pos:R:3:forces:R:3:lowdin_charge:R:1 method="wB97M-V/def2-TZVPD" e_tot_ha=-3407.81185 orbital_gap_ev="5.46 / 6.41" largest_force_ev_per_a=3.319 e_above_lowest_kj_mol=0.0 homo_ev="-7.26 / -7.28" multiplicity=7
Eu -16.289 -11.815 5.325 -1.052 -0.037 -0.446 1.801
Cl -23.419 -11.157 1.672 -1.091 0.121 -0.723 0.681
C -21.811 -11.480 2.094 1.318 -0.638 2.252 -0.722
C -20.725 -11.001 1.341 -0.314 -0.125 0.711 -0.095
C -19.439 -11.067 1.830 0.387 0.074 -0.340 -0.014
C -19.140 -11.620 3.100 -0.194 -0.898 1.273 -0.342
O -17.930 -11.667 3.571 0.355 0.294 0.114 -0.286
C -20.258 -12.208 3.865 0.053 1.643 -2.359 -0.135
C -20.089 -12.725 5.147 1.465 -0.189 1.371 -0.080
N -18.998 -12.635 5.885 -0.523 0.575 -1.956 0.034
C -19.107 -13.015 7.178 -1.823 -1.129 2.534 -0.224
C -20.352 -12.995 7.914 1.563 0.691 -2.164 -0.017
C -20.409 -13.409 9.215 1.607 -1.365 1.958 -0.084
C -19.279 -13.922 9.878 0.511 0.939 -1.998 -0.012
C -18.015 -13.990 9.186 -1.345 0.450 0.021 -0.137
C -16.842 -14.479 9.821 -0.861 0.107 -0.881 0.006
C -15.711 -14.554 9.055 0.663 -0.385 2.017 -0.051
C -15.681 -14.038 7.770 0.075 0.103 -1.496 -0.155
N -16.752 -13.545 7.152 0.817 0.141 0.264 -0.027
C -17.941 -13.531 7.825 -0.115 -0.011 0.990 -0.159
C -21.586 -12.082 3.346 0.417 -0.462 -0.793 -0.053
H -20.968 -10.539 0.402 0.215 0.146 -0.341 0.101
H -18.597 -10.683 1.239 -0.412 -0.172 0.300 0.119
H -20.957 -13.230 5.565 -0.072 -0.061 0.072 0.119
H -21.256 -12.588 7.432 0.641 -0.179 0.335 0.115
H -21.319 -13.405 9.772 -0.566 0.243 0.115 0.099
H -19.260 -14.158 10.915 -0.352 -0.322 0.603 0.095
H -16.955 -14.810 10.856 0.457 0.030 -0.325 0.125
H -14.802 -14.941 9.530 -0.238 0.156 -0.502 0.118
H -14.730 -14.081 7.188 -0.863 0.167 0.369 0.067
H -22.432 -12.550 3.897 0.671 0.640 -0.379 0.119
C -16.509 -7.139 7.396 0.495 0.043 -1.025 -0.169
Si -17.275 -8.878 7.297 -0.359 -0.081 1.216 0.362
C -18.353 -9.116 5.797 -0.144 -0.350 -0.627 -0.202
C -18.442 -9.169 8.824 0.014 0.226 -0.614 -0.175
N -16.070 -10.089 7.198 0.157 -1.477 -0.972 -0.214
C -14.990 -10.118 8.049 1.407 -0.969 -0.766 -0.334
C -14.919 -9.541 9.325 0.979 0.295 -0.248 -0.064
C -13.706 -9.346 10.010 -0.292 -1.170 -0.593 -0.096
C -12.538 -9.862 9.477 0.439 0.346 -0.655 -0.118
C -12.532 -10.501 8.211 0.304 -0.041 0.467 -0.032
C -13.736 -10.731 7.604 -0.860 1.491 1.009 -0.242
F -13.710 -11.399 6.421 -0.748 -0.218 -0.685 -0.064
H -17.244 -6.329 7.375 -0.060 -0.103 0.008 0.024
H -15.790 -6.949 6.559 -0.714 -0.284 0.224 0.029
H -15.868 -6.979 8.250 -0.067 -0.166 0.615 0.010
H -19.260 -8.524 5.826 -0.193 0.373 0.166 0.034
H -18.745 -10.150 5.703 0.355 0.326 0.113 -0.001
H -17.858 -8.859 4.852 0.021 -0.098 0.101 0.022
H -18.025 -9.828 9.612 -0.217 0.374 -0.507 0.022
H -19.383 -9.615 8.426 0.536 0.194 0.429 0.018
H -18.687 -8.184 9.256 -0.051 -0.399 0.053 0.019
H -15.803 -9.119 9.730 -0.750 0.321 0.306 0.073
H -13.700 -8.869 10.980 -0.022 0.094 -0.010 0.098
H -11.590 -9.692 9.965 0.045 -0.006 0.097 0.089
H -11.587 -10.769 7.682 -0.923 -0.027 0.683 0.129
N -15.178 -9.943 4.061 1.102 1.383 -1.161 0.086
C -14.512 -9.163 3.488 -0.279 -0.978 1.037 -0.197
N -13.723 -8.282 2.892 -0.689 -0.871 -0.184 -0.094
C -13.790 -8.165 1.424 0.259 0.047 -0.726 -0.127
C -13.665 -6.673 1.045 -0.296 0.226 0.828 -0.171
C -12.585 -5.855 1.778 0.217 -0.063 0.427 -0.194
C -12.634 -6.094 3.287 0.067 -0.850 0.055 -0.188
C -12.642 -7.602 3.603 1.288 0.134 0.936 -0.137
H -14.762 -8.572 1.054 0.661 0.390 0.503 0.136
H -13.009 -8.788 0.903 -0.395 0.554 0.784 0.138
H -14.632 -6.196 1.269 0.174 -0.137 -0.253 0.121
H -13.457 -6.610 0.002 -0.179 0.065 -0.933 0.097
H -12.678 -4.770 1.590 -0.235 -0.506 -0.150 0.117
H -11.578 -6.112 1.423 -0.189 -0.167 -0.011 0.113
H -13.458 -5.611 3.790 -0.677 0.109 -0.154 0.108
H -11.769 -5.676 3.774 0.588 0.172 0.093 0.105
H -12.751 -7.784 4.702 -0.138 0.143 -0.927 0.138
H -11.607 -8.009 3.350 -1.356 0.096 -0.074 0.146
I -14.406 -14.350 4.000 -0.670 1.011 0.531 -0.423



No. 2
104
Properties=species:S:1:pos:R:3:forces:R:3:lowdin_charge:R:1 method="wB97M-V/def2-TZVPD" e_tot_ha=-2855.57573 orbital_gap_ev=3.06 largest_force_ev_per_a=4.064 total_charge=+1 homo_ev=-8.91
Cl -3.243 3.085 2.134 -0.493 0.406 -0.601 0.868
C -4.531 3.327 1.028 1.015 -0.194 0.210 -0.576
N -4.303 3.002 -0.276 1.169 -1.004 0.640 0.068
F -2.929 2.257 -0.589 -3.382 2.199 0.492 0.001
C -5.311 3.062 -1.171 0.118 -0.430 -1.087 -0.595
Cl -4.996 2.600 -2.792 -0.141 0.443 0.532 0.868
C -6.582 3.525 -0.802 0.563 0.065 0.463 -0.030
C -6.795 3.989 0.501 0.803 -0.549 -0.509 0.018
C -5.754 3.866 1.424 0.125 0.011 -0.116 -0.030
H -7.375 3.502 -1.544 0.280 0.135 0.026 0.130
H -7.751 4.419 0.777 0.076 -0.122 0.071 0.136
H -5.864 4.169 2.467 0.095 -0.128 -0.361 0.134
C -0.802 -0.054 -2.994 0.653 0.023 0.005 -0.048
C -1.889 -1.078 -2.673 0.007 0.200 0.079 -0.483
C -2.824 -1.102 -3.909 -0.410 0.026 0.008 -0.066
C -1.361 -2.515 -2.578 0.421 -0.377 0.190 -0.044
C -2.559 -0.727 -1.296 0.509 0.234 -0.634 -0.079
C -3.783 -0.097 -1.384 -0.719 -0.407 -0.346 -0.111
C -4.728 -0.233 -0.376 0.304 -0.036 0.193 -0.074
C -4.311 -0.771 0.835 -0.601 0.438 0.039 -0.043
C -2.949 -0.895 1.118 0.119 -0.156 0.411 -0.069
C -2.610 -0.994 2.648 0.020 -0.310 0.016 -0.503
C -1.204 -0.511 2.985 0.538 -0.079 0.063 -0.053
C -2.831 -2.454 3.084 0.035 -0.312 0.198 -0.035
C -3.532 -0.122 3.536 -0.502 0.140 -0.041 -0.078
C -2.057 -0.965 0.012 -0.010 0.057 0.240 -0.078
N -0.670 -1.257 0.222 -0.095 -0.274 -0.100 0.019
C -0.181 -2.585 0.598 -1.152 -0.363 -0.234 -0.099
C 1.269 -2.359 0.888 1.021 0.462 0.224 -0.089
N 1.559 -1.055 0.262 0.159 -0.368 0.051 0.011
C 2.931 -0.625 0.065 0.736 -0.070 0.203 -0.088
C 3.736 -1.192 -0.983 -0.333 -0.308 -0.015 -0.085
C 3.287 -2.149 -2.134 0.222 -0.030 0.283 -0.524
C 3.952 -1.797 -3.483 0.384 0.139 -0.129 -0.050
C 1.812 -2.067 -2.412 -0.483 -0.212 -0.069 -0.072
C 3.642 -3.597 -1.754 0.081 -0.207 -0.088 -0.030
C 5.103 -0.922 -0.976 0.166 0.042 -0.063 -0.041
C 5.626 0.161 -0.279 -0.433 0.040 -0.311 -0.042
C 4.762 0.897 0.510 0.210 -0.380 0.464 -0.052
C 3.543 0.323 0.929 -0.029 -0.022 0.077 -0.087
C 3.165 0.637 2.413 -0.132 0.379 -0.627 -0.499
C 3.449 2.109 2.751 0.185 0.380 0.041 -0.047
C 4.035 -0.312 3.269 0.195 -0.145 -0.011 -0.026
C 1.705 0.409 2.719 -0.457 -0.031 0.403 -0.072
C 0.375 -0.375 0.046 0.152 1.771 -0.226 -0.252
C 0.201 0.988 -0.207 0.170 -1.670 0.643 -0.034
C 1.282 1.934 -0.426 0.650 1.012 -0.485 -0.223
C 2.280 1.728 -1.416 -0.435 0.187 0.167 -0.035
C 3.273 2.671 -1.647 -0.141 0.033 -0.040 -0.077
C 3.289 3.875 -0.936 -0.128 -0.093 0.272 -0.084
C 2.339 4.088 0.066 -0.296 0.046 -0.099 -0.104
C 1.339 3.140 0.315 0.048 -0.300 -0.501 -0.060
H -0.016 -0.071 -2.232 -0.398 0.149 -0.417 0.032
H -0.331 -0.253 -3.966 -0.184 -0.045 0.120 0.100
H -1.187 0.976 -3.015 -0.105 -0.252 0.001 0.098
H -3.653 -1.814 -3.806 0.081 0.122 0.130 0.095
H -3.248 -0.131 -4.196 0.116 -0.071 0.196 0.071
H -2.230 -1.443 -4.776 -0.158 0.191 0.435 0.092
H -2.065 -3.183 -2.053 0.119 0.308 -0.201 0.106
H -1.179 -2.954 -3.573 -0.055 0.264 0.281 0.097
H -0.409 -2.530 -2.047 -0.523 -0.139 -0.143 0.024
H -4.009 0.445 -2.295 -0.193 -0.735 0.020 0.032
H -5.762 0.052 -0.554 0.057 -0.091 0.101 0.108
H -5.058 -1.031 1.592 0.346 0.397 -0.161 0.117
H -0.945 0.371 2.384 0.040 -0.282 0.098 0.080
H -1.113 -0.209 4.045 -0.178 -0.233 -0.406 0.099
H -0.454 -1.298 2.834 -0.208 0.373 -0.099 0.067
H -3.816 -2.809 2.747 0.235 0.092 0.173 0.091
H -2.077 -3.141 2.669 -0.334 0.276 0.189 0.068
H -2.790 -2.542 4.183 0.002 0.036 -0.349 0.098
H -4.550 -0.526 3.589 0.134 0.139 0.003 0.078
H -3.144 -0.082 4.573 -0.157 -0.206 -0.574 0.094
H -3.597 0.917 3.184 0.031 -0.518 0.090 0.006
H -0.740 -2.973 1.453 0.269 0.126 -0.048 0.096
H -0.357 -3.301 -0.212 0.135 0.081 0.020 0.114
H 1.461 -2.279 1.966 -0.033 -0.197 -0.123 0.109
H 1.927 -3.143 0.507 -0.158 0.157 -0.063 0.112
H 5.032 -1.981 -3.494 -0.219 0.023 -0.007 0.078
H 3.504 -2.400 -4.290 0.159 0.087 0.358 0.091
H 3.795 -0.742 -3.757 0.009 -0.206 0.203 0.093
H 1.244 -2.385 -1.539 0.137 0.034 -0.385 0.051
H 1.515 -1.051 -2.680 0.077 -0.212 0.106 0.068
H 1.542 -2.709 -3.267 0.135 0.114 0.324 0.109
H 3.070 -3.938 -0.879 0.239 0.103 -0.226 0.070
H 3.398 -4.275 -2.584 0.028 0.135 0.118 0.093
H 4.711 -3.714 -1.538 -0.219 0.060 0.008 0.089
H 5.763 -1.534 -1.589 -0.168 0.279 0.031 0.111
H 6.679 0.422 -0.353 -0.239 0.110 -0.189 0.115
H 5.065 1.878 0.873 0.108 -0.519 0.426 0.115
H 3.021 2.775 1.989 0.252 -0.337 0.282 0.057
H 2.968 2.389 3.701 0.286 -0.242 -0.145 0.091
H 4.521 2.325 2.828 -0.204 -0.019 0.085 0.084
H 3.815 -1.369 3.045 0.010 0.306 -0.041 0.088
H 5.107 -0.157 3.075 -0.320 0.012 0.042 0.090
H 3.864 -0.176 4.346 -0.093 0.157 -0.224 0.091
H 1.472 -0.655 2.740 -0.049 0.296 -0.064 0.050
H 1.460 0.791 3.719 0.162 -0.065 -0.074 0.099
H 1.053 0.935 2.009 0.269 -0.259 0.276 0.063
H -0.814 1.373 -0.186 -0.015 -0.121 0.109 0.092
H 2.269 0.791 -1.982 -0.009 0.537 0.139 0.103
H 4.050 2.467 -2.383 -0.222 0.064 0.079 0.112
H 4.040 4.638 -1.150 -0.176 -0.289 0.116 0.106
H 2.375 5.001 0.670 -0.029 -0.305 -0.279 0.109
H 0.594 3.298 1.109 0.361 0.015 -0.349 0.116



No. 3
75
Properties=species:S:1:pos:R:3:forces:R:3:lowdin_charge:R:1 method="wB97M-V/def2-TZVPD" e_tot_ha=-4891.02502 orbital_gap_ev=1.95 largest_force_ev_per_a=4.677 e_above_lowest_kj_mol=98.2 homo_ev=-6.17
C -4.084 -1.470 -0.607 -0.179 -0.013 0.116 -0.005
C -2.902 -1.567 0.358 0.031 -0.494 0.157 -0.450
C -2.115 -0.266 0.261 0.123 0.353 0.289 0.005
C -3.252 -2.081 1.860 0.334 -0.228 -0.369 -0.446
C -3.695 -1.124 2.946 -0.145 0.421 0.188 -0.019
C -4.345 -3.164 1.797 -0.298 -0.158 -0.244 -0.024
O -2.004 -2.604 2.301 -1.226 1.865 0.491 0.048
B -1.335 -3.022 1.114 2.041 -4.201 0.241 -0.865
C 0.313 -2.769 1.153 -1.534 0.268 0.102 -0.077
C 0.997 -2.832 2.367 1.014 0.121 0.043 -0.057
C 2.397 -2.706 2.411 -0.733 -0.080 0.288 -0.038
C 3.098 -2.492 1.231 0.542 0.031 0.015 -0.171
C 4.585 -2.249 1.284 0.096 -0.299 -0.055 -0.517
F 5.235 -2.759 0.199 -0.307 0.468 0.818 0.115
F 4.884 -0.899 1.313 -0.035 -0.722 -0.013 0.083
F 5.159 -2.786 2.398 -0.212 0.442 -0.789 0.111
C 2.436 -2.451 0.007 -0.726 -0.015 -0.120 -0.009
C 1.038 -2.599 -0.024 1.116 0.145 -0.072 -0.025
C -1.524 -4.759 1.146 0.362 1.729 -0.754 -0.319
C -0.896 -5.445 2.323 -0.042 -0.521 0.119 -0.103
C -0.991 -5.279 -0.166 -0.067 -0.652 -0.124 -0.100
O -2.008 -2.587 -0.075 -1.170 1.227 -0.232 0.050
H -4.751 -0.650 -0.306 -0.003 -0.113 -0.018 0.074
H -3.725 -1.241 -1.620 0.019 -0.079 0.255 0.094
H -4.672 -2.392 -0.657 0.196 0.174 0.034 0.082
H -2.735 0.613 0.453 0.020 0.115 -0.050 0.051
H -1.262 -0.256 0.948 -0.170 -0.130 -0.151 0.065
H -1.714 -0.176 -0.757 -0.137 -0.069 0.231 0.107
H -4.593 -0.563 2.657 -0.013 0.006 0.057 0.076
H -3.962 -1.702 3.846 0.125 0.137 -0.315 0.104
H -2.892 -0.440 3.242 -0.060 -0.017 -0.117 0.068
H -5.337 -2.687 1.739 0.204 -0.106 -0.046 0.087
H -4.238 -3.829 0.931 0.017 0.220 0.331 0.083
H -4.330 -3.771 2.715 0.157 0.190 -0.268 0.102
H 0.446 -2.965 3.299 0.055 -0.010 -0.227 0.121
H 2.917 -2.749 3.368 -0.047 -0.008 -0.254 0.120
H 2.993 -2.314 -0.916 -0.025 -0.004 0.157 0.117
H 0.524 -2.592 -0.985 0.034 0.061 0.245 0.121
H -2.609 -4.923 1.186 0.185 -0.001 -0.033 0.101
H -1.323 -5.098 3.269 0.086 0.047 0.017 0.075
H -1.089 -6.524 2.247 0.178 -0.037 0.224 0.071
H 0.189 -5.301 2.348 -0.037 -0.067 0.045 0.068
H -1.517 -4.836 -1.020 0.101 -0.040 0.113 0.077
H 0.076 -5.044 -0.260 -0.063 -0.167 -0.080 0.070
H -1.110 -6.370 -0.216 0.159 -0.055 -0.253 0.069
O -7.474 1.005 1.828 1.698 1.804 0.096 0.171
C -6.661 1.824 1.864 -3.083 -2.964 -0.119 -0.122
Co -5.363 3.021 1.813 0.615 0.482 0.988 0.051
C -5.701 4.761 1.825 -0.361 3.033 -0.886 -0.134
O -5.948 5.893 1.812 0.431 -2.490 0.159 0.151
C -5.019 2.729 0.118 0.768 -0.687 -3.164 -0.112
O -4.772 2.390 -0.959 -0.639 0.948 2.595 0.177
C -3.769 2.076 2.415 1.673 -1.948 -0.626 -0.164
C -2.635 2.473 3.052 -1.782 -0.092 -1.235 -0.095
C -1.347 2.878 3.160 2.690 0.211 0.137 0.089
C -0.047 2.277 3.053 -0.612 0.065 0.728 -0.181
C 1.091 3.112 3.258 0.319 0.194 -0.171 -0.005
C 2.375 2.645 3.023 -0.164 0.323 0.253 -0.042
C 2.557 1.339 2.545 -0.537 0.059 -0.081 0.016
C 1.449 0.497 2.383 -0.401 -0.094 0.067 0.005
C 0.171 0.916 2.749 0.181 -0.297 -0.284 0.041
Co -4.177 2.965 3.966 -1.311 2.105 1.637 0.057
C -5.997 3.126 4.114 -1.562 -0.673 1.443 -0.183
O -7.041 3.245 4.608 1.966 -0.024 -1.305 0.160
C -3.797 2.572 5.655 0.432 -1.069 3.415 -0.066
O -3.550 2.409 6.775 -0.548 0.473 -2.907 0.162
C -3.936 4.726 4.046 0.406 3.445 1.146 -0.106
O -3.857 5.866 4.222 -0.069 -2.509 -0.622 0.180
H -3.847 1.062 2.006 0.524 0.319 -0.494 0.058
H -1.253 3.949 3.402 -0.283 -0.238 -0.407 0.143
H 0.932 4.133 3.607 0.077 -0.163 -0.190 0.121
H 3.245 3.288 3.204 -0.474 -0.247 -0.102 0.121
H 3.553 0.962 2.309 -0.259 0.097 0.017 0.115
H 1.577 -0.505 1.982 0.013 0.125 0.266 0.082
H -0.666 0.215 2.811 0.325 0.079 -0.353 0.118



No. 4
41
Properties=species:S:1:pos:R:3:forces:R:3:lowdin_charge:R:1 method="wB97M-V/def2-TZVPD" e_tot_ha=-1122.44337 smiles="N[C@@H](Cc1ccc(O)cc1)C(=O)O.NC(=O)C[C@H](N)C(=O)O" orbital_gap_ev=8.90 largest_force_ev_per_a=9.333 homo_ev=-8.62
C -0.795 -0.929 -0.689 0.596 -1.355 1.337 -0.273
C -0.355 -2.250 0.073 -2.094 -1.380 -0.267 -0.414
C -2.106 -1.039 -1.474 -0.516 -0.433 0.019 -0.086
C -3.241 -0.403 -0.689 0.109 -0.021 -1.019 -0.253
C -3.833 -1.088 0.331 -0.357 -0.010 0.792 -0.041
C -3.742 0.847 -0.974 0.905 0.799 -0.765 -0.037
C -4.844 -0.506 1.070 -0.984 -0.925 2.015 -0.012
C -4.767 1.455 -0.282 0.257 -1.032 -0.730 -0.011
C -5.365 0.726 0.702 0.091 -0.463 0.729 -0.365
C 3.707 1.456 0.656 -0.627 -1.571 1.294 -0.220
C 3.018 1.726 -0.686 0.096 -0.516 0.486 -0.376
C 3.806 -0.050 1.143 2.008 1.422 1.126 -0.029
C 4.745 -1.114 0.564 -0.173 -0.695 -1.412 -0.461
H 0.087 0.387 -1.665 -1.082 6.491 -2.296 0.012
H 0.471 -1.006 -2.215 0.363 -0.151 -0.581 0.111
H -0.960 -0.223 0.119 -0.097 0.171 0.291 0.155
H -1.989 -0.593 -2.482 -0.042 -0.034 0.604 0.127
H -2.371 -2.097 -1.622 0.233 0.237 -0.031 0.124
H -3.480 -2.066 0.534 0.220 -0.827 0.494 0.104
H -3.261 1.360 -1.791 -0.089 0.373 -0.268 0.110
H -5.248 -0.999 2.035 0.552 0.601 -1.860 0.145
H -5.249 2.333 -0.606 -0.129 1.116 -0.290 0.110
H -6.936 0.611 1.836 0.900 1.016 -0.835 0.134
H 1.322 -1.568 0.053 0.879 0.961 -0.526 0.050
H 3.658 2.804 2.202 4.743 3.708 3.710 0.012
H 2.491 1.812 2.285 -0.982 -0.737 0.635 0.082
H 4.656 1.839 0.451 1.896 0.509 -0.045 0.137
H 2.896 -0.471 0.936 -2.651 -1.018 -0.265 0.065
H 3.934 -0.086 2.235 0.059 0.293 -0.374 0.132
H 3.766 -0.724 -1.158 -3.366 2.390 -1.600 -0.002
H 4.725 -2.014 -1.283 0.842 -1.722 -0.855 0.086
H 2.855 3.341 -0.048 -1.646 3.079 7.649 -0.024
N 0.354 -0.435 -1.399 1.238 -5.947 2.023 0.072
N 3.104 2.305 1.699 -3.825 -3.254 -5.033 0.103
N 4.487 -1.203 -0.811 3.534 -1.056 3.647 0.197
O -1.160 -3.142 0.308 1.418 1.428 -0.180 0.084
O -6.446 1.282 1.287 -1.458 -0.777 1.380 0.043
O 0.947 -2.359 0.427 -1.435 -0.175 -0.012 0.117
O 2.592 0.860 -1.417 0.925 2.211 0.128 0.093
O 5.460 -1.888 1.194 -0.971 1.530 -0.825 0.056
O 3.065 3.108 -0.848 0.660 -4.238 -8.289 0.142